DFT (the ωB97M-V functional and the def2-TZVPD basis) results for a single C5H8N2 molecule.

Calculated values
SMILES	N=C1CC2(CN2)C1
maximum force	0.4	eV/Å
charge	0
E_LUMO	0.91	eV
spin multiplicity	1
HOMO	-9.6	eV
HOMO-LUMO gap	10.50	eV

Last column: Mulliken charge in e.
Element x y z (Å)
C -0.2872 -0.7868 -0.7579  -0.425
C 0.4530 -0.0727 0.3808  0.413
C 0.2103 1.2993 -0.2533  -0.504
C -0.7948 0.5974 -1.1523  0.238
N -1.7454 1.0354 -1.8559  -0.708
C 0.3792 -0.4262 1.8084  -0.529
N 1.6526 -0.4742 1.0772  -0.679
H 0.3935 -1.1915 -1.5182  0.254
H -1.0433 -1.5391 -0.5064  0.374
H -2.2367 0.2439 -2.2805  0.248
H 1.0834 1.6516 -0.8152  0.257
H -0.1625 2.1044 0.3865  0.307
H -0.1080 -1.3630 2.0750  0.247
H 0.3094 0.3568 2.5610  0.253
H 1.8965 -1.4354 0.8508  0.254

DFT (the ωB97M-V functional and the def2-TZVPD basis) results for a single C5H8N2 molecule.

Calculated values
SMILES	C=C(C)N[C@@H]1C=N1
maximum force	0.5	eV/Å
charge	0
E_LUMO	1.05	eV
spin multiplicity	1
HOMO	-8.7	eV
HOMO-LUMO gap	9.78	eV

Last column: Mulliken charge in e.
Element x y z (Å)
C -0.6057 -1.6971 -0.6493  -0.999
C -0.2428 -0.4144 -0.6848  0.641
C 0.9970 0.0801 -1.3825  -1.068
N -1.0134 0.6167 -0.0869  -0.354
C -0.3694 1.2803 1.0204  -0.194
C 0.4086 0.5242 1.9787  0.052
N -0.7248 0.8354 2.4192  -0.561
H 1.2833 -0.0404 2.2736  0.350
H -0.0250 -2.4521 -1.1686  0.279
H -1.5034 -2.0190 -0.1269  0.254
H 0.7177 0.6420 -2.2798  0.271
H 1.5603 0.7627 -0.7366  0.288
H 1.6568 -0.7438 -1.6698  0.340
H -1.9270 0.2782 0.1998  0.312
H -0.2122 2.3473 0.8934  0.390

DFT (the ωB97M-V functional and the def2-TZVPD basis) results for a single C5H8N2 molecule.

Calculated values
SMILES	C[C@H]1[C@@H](C#N)N1C
maximum force	1.1	eV/Å
charge	0
E_LUMO	0.91	eV
spin multiplicity	1
HOMO	-9.8	eV
HOMO-LUMO gap	10.73	eV

Last column: Mulliken charge in e.
Element x y z (Å)
C -1.9899 0.1638 0.0705  -1.397
C -0.6469 -0.3387 -0.3994  0.337
C 0.4824 0.5896 -0.7454  -0.050
C 0.4567 2.0301 -0.5750  -0.122
N 0.5125 3.1641 -0.3535  -0.443
N 0.4548 -0.1336 0.5008  -0.252
C 1.5365 -1.0398 0.8095  -0.853
H -1.8442 1.0392 0.7091  0.365
H -2.6328 0.4426 -0.7708  0.315
H -2.5034 -0.6064 0.6559  0.335
H -0.6635 -1.2403 -1.0219  0.428
H 1.1397 0.2443 -1.5475  0.430
H 1.9465 -1.5854 -0.0546  0.334
H 1.2164 -1.7521 1.5742  0.278
H 2.3335 -0.4243 1.2392  0.296

DFT (the ωB97M-V functional and the def2-TZVPD basis) results for a single C5H8N2 molecule.

Calculated values
SMILES	CCn1ccnc1
maximum force	1.0	eV/Å
charge	0
E_LUMO	0.99	eV
spin multiplicity	1
HOMO	-9.1	eV
HOMO-LUMO gap	10.09	eV

Last column: Mulliken charge in e.
Element x y z (Å)
C 0.5442 0.7911 1.8612  -1.146
C 0.3374 0.8905 0.3520  -0.394
N -0.7126 -0.0001 -0.1801  -0.045
C -0.7309 0.0679 -1.5790  -0.457
C -0.4172 -1.1626 -2.0414  -0.171
N -0.2203 -2.0487 -0.9841  -0.563
C -0.3892 -1.3233 0.0749  -0.020
H 1.3957 1.4136 2.1482  0.354
H -0.3450 1.1718 2.3766  0.286
H 0.7401 -0.2189 2.2391  0.340
H 1.1834 0.6412 -0.3115  0.363
H 0.0910 1.9210 0.1012  0.328
H -0.9323 1.0025 -2.0874  0.373
H -0.2871 -1.4835 -3.0655  0.406
H -0.2572 -1.6625 1.0960  0.346

DFT (the ωB97M-V functional and the def2-TZVPD basis) results for a single C5H8N2 molecule.

Calculated values
SMILES	Cc1cc(N)c[nH]1
maximum force	0.5	eV/Å
charge	0
E_LUMO	1.10	eV
spin multiplicity	1
HOMO	-7.1	eV
HOMO-LUMO gap	8.17	eV

Last column: Mulliken charge in e.
Element x y z (Å)
C 2.2460 -0.4276 -0.1462  -1.133
C 0.8757 -0.3759 0.4443  0.150
C -0.2594 -1.0046 -0.0309  -0.674
C -1.2971 -0.0283 -0.0419  0.855
N -2.5157 -0.1204 -0.7058  -0.507
C -0.7944 1.1265 0.5129  -0.891
N 0.5074 0.8684 0.8589  -0.051
H 3.0234 -0.0663 0.5316  0.300
H 2.5044 -1.3989 -0.5660  0.324
H 2.1567 0.2819 -0.9788  0.300
H -0.3190 -2.0419 -0.3467  0.342
H -3.2074 0.5453 -0.4139  0.209
H -2.8671 -1.0313 -0.9376  0.213
H -1.1956 2.1225 0.5883  0.357
H 1.1421 1.5506 1.2319  0.205

DFT (the ωB97M-V functional and the def2-TZVPD basis) results for a single C5H8N2 molecule.

Calculated values
SMILES	CCn1ccnc1
maximum force	0.9	eV/Å
charge	0
E_LUMO	0.87	eV
spin multiplicity	1
HOMO	-8.7	eV
HOMO-LUMO gap	9.53	eV

Last column: Mulliken charge in e.
Element x y z (Å)
C -2.0997 0.0525 0.4281  -1.000
C -1.0383 -0.1803 -0.6504  -0.490
N 0.3689 -0.0444 -0.1823  0.204
C 1.2563 -0.9152 0.4269  -0.235
C 2.4723 -0.2386 0.4457  -0.415
N 2.3457 1.0115 -0.1176  -0.611
C 1.0903 1.0812 -0.4636  -0.042
H -3.1169 -0.0253 0.0141  0.330
H -2.0008 -0.6937 1.2192  0.296
H -2.0018 1.0505 0.8681  0.300
H -1.1859 0.5693 -1.4420  0.289
H -1.2099 -1.1473 -1.1421  0.330
H 0.9886 -1.8588 0.9059  0.353
H 3.4880 -0.5636 0.6930  0.371
H 0.6432 1.9022 -1.0030  0.321

DFT (the ωB97M-V functional and the def2-TZVPD basis) results for a single C5H8N2 molecule.

Calculated values
SMILES	[H]/N=C1/CN2[C@@H](C)[C@H]12
maximum force	0.4	eV/Å
charge	0
E_LUMO	1.09	eV
spin multiplicity	1
HOMO	-9.5	eV
HOMO-LUMO gap	10.60	eV

Last column: Mulliken charge in e.
Element x y z (Å)
C -1.9736 -1.0220 0.3090  -1.370
C -0.5174 -0.6713 0.1534  0.603
C -0.1525 0.5995 -0.5304  -0.406
N -0.0622 0.4404 0.9686  -0.540
C 1.4314 0.4406 0.8654  -0.419
C 1.3368 0.7100 -0.6267  0.393
N 2.2017 1.0582 -1.4756  -0.696
H -2.1342 -1.6023 1.2219  0.302
H -2.3136 -1.6202 -0.5404  0.334
H -2.5863 -0.1185 0.3730  0.325
H 0.1584 -1.5242 0.0447  0.360
H 1.7482 1.2788 -2.3648  0.242
H -0.8920 1.2422 -1.0073  0.353
H 1.8592 1.2832 1.4148  0.260
H 1.8961 -0.4947 1.1946  0.259

DFT (the ωB97M-V functional and the def2-TZVPD basis) results for a single C5H8N2 molecule.

Calculated values
maximum force	1.3	eV/Å
charge	0
E_LUMO	0.76	eV
spin multiplicity	1
HOMO	-6.9	eV
HOMO-LUMO gap	7.68	eV

Last column: Mulliken charge in e.
Element x y z (Å)
C -1.2889 -0.0445 2.1214  -0.926
C -0.5217 -0.6210 0.9245  0.035
C -0.7203 -0.0992 -0.3121  -0.209
C 0.3437 0.0803 -1.2044  0.297
N 0.2603 0.5800 -2.5229  -0.664
C 1.5310 -0.3607 -0.6574  -0.359
N 1.5065 -0.6367 0.6470  -0.423
H -0.7554 0.8363 2.4886  0.280
H -2.3024 0.3434 1.8755  0.293
H -1.4436 -0.7466 2.9427  0.280
H -1.7762 0.0614 -0.5266  0.311
H 1.0193 1.2312 -2.6901  0.253
H -0.6088 1.0768 -2.6620  0.253
H 2.4063 -0.5089 -1.3027  0.362
H 2.3502 -1.1915 0.8787  0.218